C5H6F2S in the gas phase in a non-equilibrium geometry, computed with wB97M-V/def2-TZVPD.

Each line ends with the natural charge from an NBO analysis.
CARTESIAN COORDINATES (ANGSTROEM)
C 0.852 -0.877 -0.533  -0.3280
C -0.982 0.210 0.659  0.1764
H 0.456 -1.086 1.575  0.1820
F -0.841 -2.141 0.560  -0.3407
F -1.279 0.570 1.959  -0.3536
C 0.770 0.482 -0.985  -0.2665
H 1.642 1.025 -1.367  0.2401
C -0.076 -1.037 0.623  0.1530
H -1.914 -0.069 0.127  0.1928
H 0.550 1.783 0.695  0.2250
H -0.798 2.047 -0.529  0.2346
S -0.017 -0.719 -2.152  0.0801
H 1.798 -1.485 -0.571  0.2527
C -0.162 1.297 -0.062  -0.4478

As for the orbital gap: 10.01 eV. The calculated total energy is -21551.8514 eV. For the energy relative to the best compared isomer or geometry (same formula, charge and spin), the calculation gives 6.8 kJ/mol. For the LUMO energy, the calculation gives 0.0299 Eh. Its SMILES is F[C@H]1[C@H]2S[C@H]2C[C@@H]1F. As for the max |F|: 2.24 eV/A.